i | This record from the Open Molecules 2025 dataset describes an isolated ion of composition C4H11N2S and charge -1. The level of theory is the ωB97M-V functional and the def2-TZVPD basis.

Multiplicity   1
Frontier orbital gap   6.1 eV
Charge   -1
SMILES   CNC[C@H](N)C[S-]

Positions of all 18 atoms, in Å:
N 1.08 0.37 0.79
C 0.44 -0.50 -0.17
C 0.21 -0.05 -1.64
S 1.33 1.32 -2.16
C -0.97 -0.87 0.39
N -1.07 -1.19 1.82
C -2.06 -0.46 2.59
H 2.05 0.51 0.57
H 0.68 1.29 0.76
H 1.02 -1.43 -0.09
H 0.52 -0.88 -2.27
H -0.84 0.23 -1.79
H -1.32 -1.73 -0.19
H -1.67 -0.05 0.18
H -0.16 -1.20 2.27
H -2.37 0.43 2.01
H -1.68 -0.13 3.56
H -3.02 -0.98 2.60

These are the Löwdin partial charges, in e, on atoms 1 to 5: number 1, N, carries -0.01; number 2, C, carries -0.49; number 3, C, carries -0.72; number 4, S, carries 0.05; number 5, C, carries -0.23


ii | This record from the Open Molecules 2025 dataset describes an isolated ion of composition C4H11N2S and charge -1. The level of theory is the ωB97M-V functional and the def2-TZVPD basis.

Multiplicity   1
Frontier orbital gap   6.3 eV
Charge   -1
SMILES   CNC[C@@H](N)C[S-]

Positions of all 18 atoms, in Å:
N -1.41 0.13 0.59
C 0.03 0.22 0.92
C 0.42 -0.61 2.14
S -0.30 0.05 3.67
C 0.88 -0.02 -0.31
N 0.51 0.94 -1.42
C -0.08 0.27 -2.60
H -1.83 0.29 1.52
H -1.62 -0.87 0.51
H 0.18 1.28 1.17
H 1.51 -0.67 2.18
H 0.05 -1.63 1.94
H 1.93 0.16 -0.09
H 0.75 -1.07 -0.61
H -0.31 1.32 -0.96
H -0.18 -0.81 -2.41
H -1.10 0.62 -2.77
H 0.57 0.39 -3.46

These are the Löwdin partial charges, in e, on atoms 1 to 5: number 1, N, carries 0.01; number 2, C, carries -0.55; number 3, C, carries -0.77; number 4, S, carries 0.11; number 5, C, carries -0.23


Stability, highest: ii


i | This record from the Open Molecules 2025 dataset describes a 2-piece molecular cluster, C4H13N3S overall. The level of theory is the ωB97M-V functional and the def2-TZVPD basis.

Multiplicity   1
Frontier orbital gap   2.7 eV

Positions of all 21 atoms, in Å:
N 1.17 -2.15 -0.20
C 1.67 -0.56 -0.85
N 2.60 -0.96 -1.75
N 0.70 0.08 -1.77
H 1.72 -2.12 0.64
H 0.28 -1.70 -0.03
H 3.40 -1.28 -1.28
H 2.04 -1.63 -2.23
H 1.29 0.87 -2.05
H 0.69 -0.67 -2.45
C -0.99 2.18 1.22
C -0.79 0.67 1.18
C -2.09 -0.13 0.76
S -3.53 0.44 1.63
H -1.26 2.66 0.27
H -0.14 2.72 1.57
H -1.88 2.26 1.86
H 0.02 0.35 0.51
H -0.67 0.29 2.21
H -1.92 -1.15 1.05
H -2.31 -0.18 -0.29

These are the Löwdin partial charges, in e, on atoms 1 to 5: number 1, N, carries 0.09; number 2, C, carries -0.27; number 3, N, carries 0.01; number 4, N, carries 0.03; number 5, H, carries 0.03


ii | This record from the Open Molecules 2025 dataset describes a 2-piece molecular cluster, C4H13N3S overall. The level of theory is the ωB97M-V functional and the def2-TZVPD basis.

Multiplicity   1
Frontier orbital gap   4.7 eV

Positions of all 21 atoms, in Å:
C -2.06 -0.67 0.37
N -2.59 0.60 0.96
C -0.49 -0.84 0.70
C 0.28 -0.07 -0.45
S -0.01 1.78 -0.39
N -0.02 -2.21 0.69
C 1.32 -2.32 1.25
N 2.84 1.31 -2.08
H -1.94 -0.44 -0.71
H -2.73 -1.53 0.45
H -1.87 1.34 0.69
H -3.45 0.89 0.49
H -0.31 -0.37 1.66
H 0.02 -0.47 -1.44
H 1.30 -0.27 -0.27
H 2.45 2.09 -1.52
H 2.11 -1.82 0.60
H 1.59 -3.29 1.19
H 1.52 -1.76 2.16
H 1.99 1.04 -2.62
H 3.54 1.68 -2.77

These are the Löwdin partial charges, in e, on atoms 1 to 5: number 1, C, carries -0.23; number 2, N, carries -0.05; number 3, C, carries -0.39; number 4, C, carries -0.55; number 5, S, carries 0.54


Stability, highest: ii


i | This record from the Open Molecules 2025 dataset describes one molecule with the formula C2H3NS3. The level of theory is the ωB97M-V functional and the def2-TZVPD basis.

Multiplicity   1
Frontier orbital gap   8.0 eV
SMILES   S=C(S)/C=N/S

Positions of all 9 atoms, in Å:
C -0.22 -0.63 0.01
C 1.21 -0.22 -0.02
H -3.31 0.87 0.10
H -0.36 -1.71 0.02
H 2.74 1.54 0.00
N -1.12 0.27 -0.06
S -2.75 -0.37 -0.02
S 1.38 1.51 -0.01
S 2.43 -1.27 -0.02

These are the Löwdin partial charges, in e, on atoms 1 to 5: number 1, C, carries -0.43; number 2, C, carries -1.22; number 3, H, carries -0.14; number 4, H, carries 0.10; number 5, H, carries -0.11


ii | This record from the Open Molecules 2025 dataset describes a 2-piece molecular cluster, C2H3NS3 overall. The level of theory is the ωB97M-V functional and the def2-TZVPD basis.

Multiplicity   1
Frontier orbital gap   7.7 eV

Positions of all 9 atoms, in Å:
C 0.37 -2.26 0.15
C -0.12 1.29 -0.80
N -0.38 1.13 0.46
S 0.34 -1.64 -1.28
S 0.49 -3.09 1.47
S 0.64 0.80 1.70
H 0.89 1.10 -0.90
H -0.88 1.66 -1.50
H -1.35 1.01 0.70

These are the Löwdin partial charges, in e, on atoms 1 to 5: number 1, C, carries -1.38; number 2, C, carries -0.12; number 3, N, carries -0.62; number 4, S, carries 0.72; number 5, S, carries 0.70


Stability, highest: i


i | This record from the Open Molecules 2025 dataset describes a 2-piece molecular cluster, CH5BrN2 overall. The level of theory is the ωB97M-V functional and the def2-TZVPD basis.

Multiplicity   1
Frontier orbital gap   9.2 eV
SMILES   C=NBr.N

Positions of all 9 atoms, in Å:
C -0.63 -1.71 0.68
N 0.65 1.37 -1.23
N 0.09 -0.69 0.55
Br 0.15 0.58 1.98
H -0.57 -2.40 -0.17
H -0.14 0.75 -0.85
H -1.49 -1.87 1.34
H 1.43 1.59 -0.71
H 0.51 2.39 -1.59

These are the Löwdin partial charges, in e, on atoms 1 to 5: number 1, C, carries -0.18; number 2, N, carries -0.05; number 3, N, carries -0.47; number 4, Br, carries 0.57; number 5, H, carries 0.08


ii | This record from the Open Molecules 2025 dataset describes one molecule with the formula CH5BrN2. The level of theory is the ωB97M-V functional and the def2-TZVPD basis.

Multiplicity   1
Frontier orbital gap   9.6 eV
SMILES   CN(N)Br

Positions of all 9 atoms, in Å:
C 0.14 1.04 0.08
N 0.00 -1.47 0.21
N -0.65 0.01 0.63
Br -2.53 -0.01 -0.15
H -0.10 1.99 0.41
H 1.05 0.60 0.53
H 0.23 1.07 -0.95
H -0.54 -1.92 0.97
H -0.58 -1.85 -0.65

These are the Löwdin partial charges, in e, on atoms 1 to 5: number 1, C, carries -0.24; number 2, N, carries -0.02; number 3, N, carries -0.50; number 4, Br, carries 0.47; number 5, H, carries 0.06


Stability, highest: i


i | This record from the Open Molecules 2025 dataset describes a 2-piece molecular cluster, C3H9NO2 overall. The level of theory is the ωB97M-V functional and the def2-TZVPD basis.

Multiplicity   1
Frontier orbital gap   9.6 eV
SMILES   NCCC=O.O

Positions of all 15 atoms, in Å:
C 0.27 1.14 0.42
C -0.79 0.05 0.29
C -0.92 -0.48 -1.11
O -1.59 -1.45 -1.39
N 0.20 1.76 1.72
H 0.10 1.90 -0.34
H 1.24 0.65 0.27
H -1.77 0.41 0.62
H -0.53 -0.76 0.97
H -0.40 0.08 -1.91
H -0.40 1.34 2.42
H 0.46 2.72 1.83
H 2.16 -2.46 -1.17
H 0.70 -2.84 -1.38
O 1.27 -2.06 -1.26

These are the Löwdin partial charges, in e, on atoms 1 to 5: number 1, C, carries -0.30; number 2, C, carries -0.17; number 3, C, carries -0.30; number 4, O, carries 0.03; number 5, N, carries -0.02


ii | This record from the Open Molecules 2025 dataset describes a 2-piece molecular cluster, C3H9NO2 overall. The level of theory is the ωB97M-V functional and the def2-TZVPD basis.

Multiplicity   1
Frontier orbital gap   10.5 eV
SMILES   CC(=O)O.CN

Positions of all 15 atoms, in Å:
C 0.84 -0.29 1.81
N 2.16 -0.69 1.28
H 2.84 -0.49 2.00
H 2.19 -1.69 1.13
H 0.91 0.70 -0.84
H 0.67 0.75 1.53
H 0.72 -0.29 2.90
H 0.08 -0.86 1.29
C -2.03 0.12 -1.87
C -0.89 0.83 -1.18
O -0.99 1.87 -0.58
O 0.28 0.18 -1.31
H -2.05 -0.92 -1.55
H -1.78 0.13 -2.94
H -2.95 0.64 -1.66

These are the Löwdin partial charges, in e, on atoms 1 to 5: number 1, C, carries -0.19; number 2, N, carries -0.06; number 3, H, carries 0.05; number 4, H, carries 0.05; number 5, H, carries 0.08


iii | This record from the Open Molecules 2025 dataset describes a 2-piece molecular cluster, C3H9NO2 overall. The level of theory is the ωB97M-V functional and the def2-TZVPD basis.

Multiplicity   1
Frontier orbital gap   10.4 eV
SMILES   CC(N)=O.CO

Positions of all 15 atoms, in Å:
C 1.36 -0.25 -0.40
C 1.46 -1.31 0.65
O 2.37 -1.34 1.46
N 0.53 -2.29 0.60
H 0.53 -3.10 1.20
H -0.22 -2.13 -0.03
H 1.58 0.74 0.00
H 0.58 -0.32 -1.13
H 2.30 -0.42 -0.94
C -1.45 1.90 -0.44
O -2.22 1.08 0.47
H -3.17 1.20 0.38
H -0.63 1.23 -0.71
H -1.98 2.32 -1.29
H -1.04 2.69 0.19

These are the Löwdin partial charges, in e, on atoms 1 to 5: number 1, C, carries -0.02; number 2, C, carries -0.61; number 3, O, carries 0.03; number 4, N, carries 0.16; number 5, H, carries 0.11


Stability, highest: ii


i | This record from the Open Molecules 2025 dataset describes a 2-piece molecular cluster, C3H9NO2 overall. The level of theory is the ωB97M-V functional and the def2-TZVPD basis.

Multiplicity   1
Frontier orbital gap   10.8 eV
SMILES   CCNC=O.O

Positions of all 15 atoms, in Å:
O 1.88 0.00 -0.24
C 1.31 1.13 -0.16
N 0.11 1.29 0.41
C -2.32 0.89 0.98
C -0.91 0.25 0.60
H 1.81 2.10 -0.41
H -0.25 2.24 0.49
H -2.36 1.47 1.91
H -3.11 0.13 1.00
H -2.51 1.57 0.13
H -0.73 -0.53 1.37
H -1.10 -0.27 -0.36
O 2.57 -3.78 -1.88
H 2.13 -2.92 -1.70
H 3.48 -3.54 -2.15

These are the Löwdin partial charges, in e, on atoms 1 to 5: number 1, O, carries -0.05; number 2, C, carries -0.33; number 3, N, carries 0.00; number 4, C, carries -0.09; number 5, C, carries -0.22


ii | This record from the Open Molecules 2025 dataset describes one molecule with the formula C3H9NO2. The level of theory is the ωB97M-V functional and the def2-TZVPD basis.

Multiplicity   1
Frontier orbital gap   10.8 eV
SMILES   CC(C)ONO

Positions of all 15 atoms, in Å:
C -0.28 -0.26 0.30
C 0.90 -0.66 -0.89
C -1.49 -1.16 0.22
N 0.39 1.95 -0.12
O -0.68 1.06 0.08
O 1.12 2.06 1.10
H 0.70 2.79 1.58
H 1.06 1.26 -0.71
H 0.26 -0.32 1.25
H -1.98 -1.04 -0.74
H -2.20 -0.89 1.00
H -1.19 -2.19 0.36
H 1.93 -0.31 -0.85
H 0.42 -0.58 -1.86
H 1.04 -1.72 -0.71

These are the Löwdin partial charges, in e, on atoms 1 to 5: number 1, C, carries -0.40; number 2, C, carries -0.04; number 3, C, carries -0.05; number 4, N, carries -0.07; number 5, O, carries -0.15


iii | This record from the Open Molecules 2025 dataset describes a 2-piece molecular cluster, C3H9NO2 overall. The level of theory is the ωB97M-V functional and the def2-TZVPD basis.

Multiplicity   1
Frontier orbital gap   10.4 eV
SMILES   CC=O.NCO

Positions of all 15 atoms, in Å:
O 0.12 -1.79 -1.66
C -0.03 -2.09 -0.51
C -1.16 -1.55 0.34
H 0.66 -2.82 -0.02
H -1.68 -0.90 -0.36
H -1.84 -2.37 0.53
H -0.83 -0.98 1.21
N 0.64 1.21 0.99
C 0.60 2.03 -0.18
O -0.12 1.45 -1.28
H 0.68 1.66 1.89
H 1.27 0.43 0.92
H 1.59 2.28 -0.55
H 0.02 2.93 0.01
H 0.08 0.51 -1.34

These are the Löwdin partial charges, in e, on atoms 1 to 5: number 1, O, carries 0.03; number 2, C, carries -0.32; number 3, C, carries -0.06; number 4, H, carries 0.12; number 5, H, carries 0.08


Stability, highest: i